C4H5NO2 in the gas phase, computed with wB97M-V/def2-TZVPD.

Results
**Frontier orbital gap**: 9.40 eV
**Molecular weight**: 99.089 g mol⁻¹
**SMILES**: O=CC(=O)N1CC1
**ΔE to the lowest compared entry with this formula, charge and spin**: 51.7 kcal per mole
**E_LUMO**: -0.45 eV
**Charge**: 0
**E_tot**: -9812.0746 eV

Atoms and positions in Å:
O1 1.680 1.583 0.229
C1 1.878 0.400 0.118
C2 0.882 -0.722 0.443
O2 1.336 -1.842 0.490
N1 -0.472 -0.463 0.626
C3 -1.334 -0.528 -0.550
C4 -1.173 0.737 0.210
H1 2.824 -0.024 -0.273
H2 -2.227 -1.142 -0.467
H3 -0.818 -0.580 -1.508
H4 -0.610 1.555 -0.226
H5 -1.961 1.029 0.901

=====

12 unconnected molecules or ions with the total composition C31H86O17 in a non-equilibrium geometry, computed with wB97M-V/def2-TZVPD.

Results
**Frontier orbital gap**: 9.33 eV
**Molecular weight**: 731.012 g mol⁻¹
**SMILES**: CC(C)O.CC(C)O.CC(C)O.CC(C)O.CC(C)O.CC(C)O.CC(C)O.OCCO.OCCO.OCCO.OCCO.OCCO
**ΔE to the lowest compared entry with this formula, charge and spin**: 58.1 kcal per mole
**E_LUMO**: 0.02 eV
**Charge**: 0
**E_tot**: -68345.0921 eV

Atoms and positions in Å:
C1 3.911 -0.867 4.397
C2 3.187 0.463 4.175
C3 1.767 0.328 3.598
O1 3.035 1.101 5.383
H1 3.466 -1.588 5.082
H2 4.969 -0.789 4.648
H3 3.973 -1.439 3.472
H4 3.737 1.005 3.406
H5 1.061 1.143 3.758
H6 1.326 -0.617 3.916
H7 1.775 0.291 2.508
H8 3.136 2.052 5.298
C4 0.712 -6.788 -2.708
C5 0.722 -5.350 -2.241
C6 -0.299 -5.160 -1.090
O2 2.014 -5.135 -1.757
H9 1.647 -7.054 -3.200
H10 -0.095 -7.035 -3.398
H11 0.550 -7.428 -1.840
H12 0.328 -4.635 -2.963
H13 -0.093 -5.773 -0.213
H14 -1.318 -5.379 -1.408
H15 -0.367 -4.143 -0.704
H16 2.217 -5.753 -1.051
C7 3.066 -2.340 0.338
C8 3.717 -2.149 -0.996
C9 4.865 -3.181 -1.255
O3 2.714 -2.399 -1.930
H17 2.277 -1.589 0.372
H18 3.654 -2.074 1.216
H19 2.739 -3.365 0.514
H20 4.022 -1.107 -1.082
H21 5.241 -3.154 -2.278
H22 4.667 -4.232 -1.046
H23 5.640 -2.842 -0.567
H24 2.626 -3.355 -1.915
C10 3.500 1.822 -0.586
C11 4.906 2.010 0.006
C12 5.415 3.427 -0.395
O4 4.771 1.995 1.387
H25 2.967 0.990 -0.126
H26 3.666 1.516 -1.619
H27 2.838 2.688 -0.591
H28 5.576 1.199 -0.281
H29 6.306 3.778 0.126
H30 4.716 4.246 -0.223
H31 5.556 3.537 -1.470
H32 4.114 2.643 1.652
C13 -3.769 4.662 0.261
C14 -5.298 4.398 0.383
C15 -5.578 2.941 0.819
O5 -5.892 5.197 1.297
H33 -3.251 4.576 1.216
H34 -3.557 5.613 -0.229
H35 -3.242 3.943 -0.367
H36 -5.751 4.668 -0.571
H37 -5.153 2.677 1.787
H38 -5.141 2.190 0.160
H39 -6.642 2.701 0.820
H40 -5.434 5.005 2.118
C16 -3.288 -0.403 -4.390
C17 -4.478 -1.278 -3.886
C18 -4.454 -1.641 -2.344
O6 -5.631 -0.529 -4.271
H41 -2.362 -0.974 -4.337
H42 -3.176 0.401 -3.663
H43 -3.496 -0.079 -5.410
H44 -4.603 -2.246 -4.372
H45 -4.583 -0.706 -1.798
H46 -3.483 -2.082 -2.120
H47 -5.240 -2.365 -2.133
H48 -6.384 -0.949 -3.848
C19 -2.298 1.175 4.964
C20 -2.489 0.718 3.544
C21 -3.953 0.398 3.190
O7 -2.091 1.799 2.752
H49 -2.743 0.451 5.646
H50 -2.768 2.132 5.192
H51 -1.224 1.230 5.147
H52 -1.938 -0.177 3.257
H53 -4.593 1.049 3.786
H54 -4.226 -0.646 3.348
H55 -4.205 0.467 2.132
H56 -2.185 1.550 1.829
O8 -1.182 3.413 -1.899
C22 -0.124 2.913 -2.664
C23 -0.119 3.534 -4.086
O9 0.362 4.870 -4.095
H57 -1.330 4.359 -1.977
H58 0.870 3.006 -2.225
H59 -0.316 1.870 -2.916
H60 -1.025 3.515 -4.692
H61 0.571 2.913 -4.658
H62 0.780 4.993 -4.950
O10 2.640 -2.333 -4.635
C24 1.299 -1.856 -4.784
C25 1.023 -0.426 -4.251
O11 0.831 -0.512 -2.835
H63 2.803 -2.270 -3.691
H64 1.119 -1.930 -5.857
H65 0.583 -2.480 -4.250
H66 0.124 -0.007 -4.703
H67 1.876 0.226 -4.434
H68 1.397 -1.206 -2.490
O12 -0.422 3.769 3.739
C26 0.122 4.215 2.568
C27 1.204 3.311 1.969
O13 2.435 3.445 2.645
H69 -0.927 2.980 3.529
H70 -0.647 4.416 1.822
H71 0.565 5.189 2.779
H72 1.369 3.674 0.955
H73 0.811 2.299 1.875
H74 2.317 3.023 3.499
O14 0.637 0.358 0.004
C28 -0.516 -0.355 0.405
C29 -1.772 0.092 -0.383
O15 -2.073 1.511 0.040
H75 0.773 0.303 -0.945
H76 -0.420 -1.428 0.236
H77 -0.597 -0.175 1.477
H78 -2.549 -0.637 -0.151
H79 -1.646 0.049 -1.465
H80 -1.771 2.107 -0.650
O16 0.809 -4.073 3.688
C30 0.109 -3.505 2.560
C31 -1.343 -3.395 2.769
O17 -2.009 -3.059 1.572
H81 1.658 -4.421 3.404
H82 0.428 -2.482 2.357
H83 0.383 -4.175 1.745
H84 -1.535 -2.758 3.632
H85 -1.672 -4.384 3.088
H86 -2.226 -3.866 1.100

=====

2 unconnected molecules or ions with the total composition C6H12N2O2 in a non-equilibrium geometry, computed with wB97M-V/def2-TZVPD.

Results
**Frontier orbital gap**: 10.00 eV
**Molecular weight**: 144.174 g mol⁻¹
**SMILES**: [H]/N=C(/N)C=O.C=C(C)OC
**ΔE to the lowest compared entry with this formula, charge and spin**: 66.6 kcal per mole
**E_LUMO**: 0.85 eV
**Charge**: 0
**E_tot**: -13489.5374 eV

Atoms and positions in Å:
H1 -0.537 -1.187 -2.535
N1 0.108 -1.784 -2.026
C1 -0.120 -1.794 -0.773
N2 0.642 -2.517 0.085
C2 -1.250 -1.047 -0.091
O1 -1.354 -1.023 1.150
H2 0.406 -2.490 1.064
H3 1.473 -2.961 -0.261
H4 -2.135 -0.929 -0.740
C3 1.782 1.077 -0.825
C4 0.831 1.030 0.085
C5 0.871 0.835 1.537
O2 -0.571 0.856 -0.517
C6 -1.555 1.715 0.040
H5 1.552 1.057 -1.875
H6 2.814 1.123 -0.520
H7 0.640 1.752 2.078
H8 0.034 0.068 1.773
H9 1.831 0.424 1.840
H10 -2.433 1.649 -0.604
H11 -1.827 1.397 1.050
H12 -1.201 2.748 0.062

=====

A molecular structure, C37H51Cl4GeInN2O5Si, computed with wB97M-V/def2-TZVPD.

Results
**Frontier orbital gap (alpha / beta)**: 6.82 / 4.92 eV
**Molecular weight**: 961.150 g mol⁻¹
**ΔE to the lowest compared entry with this formula, charge and spin**: 26.8 kcal per mole
**E_LUMO (alpha / beta)**: -3.50 / -5.41 eV
**<S²>**: 0.785
**Spin multiplicity**: 2
**Charge**: +1
**E_tot**: -172070.3664 eV

Atoms and positions in Å:
In1 0.207 0.341 0.288
C1 3.932 2.467 1.111
C2 3.585 0.997 0.912
C3 4.314 0.153 1.959
C4 4.000 0.500 -0.465
O1 2.152 0.799 1.109
Ge1 1.430 1.150 2.880
O2 0.261 2.246 1.880
C5 -0.534 3.190 2.645
C6 0.410 4.247 3.212
C7 -1.543 3.845 1.722
C8 -1.291 2.478 3.762
O3 0.261 -0.293 2.394
C9 -0.009 -1.420 3.279
C10 -0.397 -0.907 4.662
C11 -1.163 -2.199 2.676
C12 1.235 -2.288 3.399
H1 5.014 2.598 1.053
H2 3.612 2.805 2.099
H3 3.466 3.106 0.366
H4 5.387 0.173 1.766
H5 3.972 -0.883 1.911
H6 4.152 0.524 2.971
H7 5.044 0.763 -0.639
H8 3.409 0.939 -1.267
H9 3.935 -0.586 -0.514
H10 0.981 4.705 2.404
H11 1.111 3.814 3.928
H12 -0.153 5.028 3.726
H13 -1.048 4.479 0.994
H14 -2.222 4.469 2.304
H15 -2.127 3.085 1.201
H16 -0.621 2.024 4.494
H17 -1.932 1.701 3.342
H18 -1.917 3.192 4.299
H19 -1.291 -0.290 4.615
H20 0.407 -0.333 5.125
H21 -0.608 -1.758 5.310
H22 -2.051 -1.573 2.575
H23 -1.411 -3.053 3.306
H24 -0.891 -2.578 1.689
H25 2.063 -1.723 3.833
H26 1.544 -2.662 2.429
H27 1.027 -3.135 4.056
Cl1 3.352 -3.965 0.748
C13 2.912 -3.238 -0.724
C14 3.410 -3.715 -1.923
C15 3.036 -3.145 -3.126
Cl2 3.643 -3.812 -4.574
C16 2.153 -2.015 -3.189
C17 1.711 -1.410 -4.376
C18 0.847 -0.349 -4.286
C19 0.460 0.113 -3.027
N1 0.870 -0.437 -1.900
C20 1.687 -1.493 -1.981
C21 1.995 -2.126 -0.693
O4 1.433 -1.716 0.331
H28 4.086 -4.558 -1.923
H29 2.039 -1.783 -5.336
H30 0.468 0.141 -5.172
H31 -0.220 0.945 -2.924
C22 -2.660 1.402 -3.161
Si1 -2.490 2.076 -1.395
C23 -1.689 3.772 -1.556
C24 -4.270 2.459 -0.940
N2 -1.701 0.863 -0.366
C25 -2.609 -0.102 0.177
C26 -3.666 0.194 1.037
C27 -4.568 -0.776 1.449
C28 -4.433 -2.091 1.028
C29 -3.350 -2.443 0.235
C30 -2.460 -1.460 -0.146
O5 -1.259 -1.760 -0.767
C31 -1.134 -2.871 -1.579
C32 -0.483 -3.994 -1.093
C33 -0.255 -5.063 -1.952
C34 -0.678 -5.004 -3.272
C35 -1.346 -3.877 -3.737
C36 -1.578 -2.803 -2.891
H32 -3.562 1.822 -3.611
H33 -2.772 0.315 -3.168
H34 -1.843 1.673 -3.833
H35 -2.392 4.510 -1.167
H36 -1.543 3.999 -2.615
H37 -0.747 3.922 -1.043
H38 -4.607 3.149 -1.719
H39 -4.382 2.974 0.014
H40 -4.934 1.595 -0.950
H41 -3.786 1.204 1.402
H42 -5.381 -0.493 2.104
H43 -5.141 -2.846 1.340
H44 -3.178 -3.470 -0.058
H45 -0.163 -4.023 -0.060
H46 0.245 -5.948 -1.581
H47 -0.502 -5.840 -3.934
H48 -1.693 -3.837 -4.761
H49 -2.100 -1.916 -3.228
Cl3 2.977 2.573 -3.982
C37 1.846 3.549 -3.045
Cl4 1.502 2.836 -1.452
H50 0.910 3.635 -3.585
H51 2.291 4.521 -2.863

=====

Q: Which value of E_tot does entry 2 give?
A: -68345.0921 eV

=====

Q: What is the formula in the third record?
A: C6H12N2O2

=====

Q: Look up the charge of the third one.
A: 0

=====

Q: Which value of molecular weight does entry 2 give?
A: 731.012 g mol⁻¹